Here is one molecule with the formula C2FN3O3 at a distorted geometry from the Open Molecules 2025 dataset. Energies are from ωB97M-V with the def2-TZVPD basis set.

Output
- electronic energy (Ha) = -565.82941
- energy relative to the best compared isomer or geometry (same formula, charge and spin) (kJ/mol) = 498.5
- molecular weight (g mol⁻¹) = 133.04
- SMILES = O=[N+]([O-])c1onnc1F
- multiplicity = 1
- HOMO-LUMO gap (Ha) = 0.33920

Last column: Mulliken charge in e.
Element x y z (Å)
O: -2.457039 0.615664 -0.083511  -0.540
N: -1.650470 -0.243189 -0.012229  0.984
O: 0.128755 1.395102 0.041148  -0.014
N: 1.465434 1.429843 -0.022396  -0.142
C: -0.270033 0.194143 0.069849  0.302
O: -1.739117 -1.418369 0.007505  -0.535
C: 1.071826 -0.656422 0.017514  0.390
N: 1.936500 0.301876 -0.034306  -0.238
F: 1.189779 -1.955341 0.007770  -0.208

Cartesian forces (eV/Å) of the 6 atoms listed first:
-2.2 1.2 -0.2
3.1 1.5 0.4
-1.8 1.3 0.0
1.0 3.8 0.0
4.4 -5.3 -0.2
-1.2 -2.7 0.0